1.
Below is 37 unconnected molecules or ions with the total composition C12H86BrF13N4O38S in a non-equilibrium geometry, with properties calculated with ωB97M-V/def2-TZVPD.

Each line ends with the Löwdin charge.
Element x y z (Å)
C: -4.1101 0.3482 0.6391  -0.058
C: -2.7743 1.0039 0.9232  -0.375
C: -2.7318 2.5306 0.7693  -0.578
Br: -4.1703 3.3087 1.7847  0.861
C: -1.4504 2.9924 1.4833  -0.440
N: -1.1192 4.3601 1.2927  0.104
N: -0.3114 2.0391 1.1139  0.156
C: -0.6876 1.3297 -0.0232  -0.328
N: -0.0540 1.5818 -1.1098  0.279
C: 1.1498 2.5005 -1.0979  -0.696
O: 2.1885 1.8617 -0.9838  0.027
O: 0.9158 3.7015 -1.2210  0.024
N: -1.7505 0.4285 -0.0005  0.005
C: -1.2802 -0.9145 0.4248  -0.109
C: -1.5226 -1.9867 -0.6414  -0.030
C: -0.4625 -2.3273 -1.6734  -0.391
F: -0.6369 -3.6164 -2.0799  0.119
F: -0.6502 -1.5509 -2.7908  0.105
C: 1.0507 -2.1381 -1.3806  -0.348
F: 1.3251 -0.8626 -1.0962  0.159
F: 1.7013 -2.4368 -2.5464  0.129
C: 1.6566 -3.0616 -0.3078  -0.335
F: 0.8306 -2.9508 0.7816  0.147
F: 1.6358 -4.3439 -0.6691  0.173
C: 3.0471 -2.6816 0.3009  -0.390
F: 2.9633 -1.4687 0.8519  0.134
F: 3.2390 -3.5553 1.3021  0.114
S: 4.6130 -2.7102 -0.7865  0.780
F: 5.2375 -3.9021 0.0629  -0.131
F: 5.3093 -1.6953 0.2168  -0.124
F: 4.0466 -1.5110 -1.6140  -0.085
F: 3.9820 -3.7567 -1.7626  -0.089
F: 5.9202 -2.6859 -1.6693  -0.110
H: -3.9772 -0.7338 0.5881  0.077
H: -4.5151 0.6625 -0.3183  0.065
H: -4.8244 0.5505 1.4262  0.060
H: -2.5132 0.8169 1.9723  0.125
H: -2.7908 2.8327 -0.2742  0.114
H: -1.6452 2.8550 2.5416  0.087
H: -0.5220 4.4857 0.4838  0.055
H: -0.6631 4.7203 2.1193  0.067
H: -0.2429 1.3839 1.8905  0.108
H: -0.3264 1.1712 -1.9976  0.123
H: -0.2611 -0.8673 0.7978  0.109
H: -1.8908 -1.2015 1.2762  0.130
H: -2.4127 -1.7102 -1.1993  0.136
H: -1.7813 -2.9115 -0.1297  0.115
O: 2.2779 -5.1818 3.8046  -0.032
H: 2.4743 -4.9610 2.8906  0.001
H: 2.8562 -4.5836 4.2942  0.033
O: 0.3333 -6.7005 -2.1346  -0.048
H: 1.2309 -6.6397 -1.7934  0.022
H: 0.0470 -5.7872 -2.2390  0.002
O: -1.1259 7.0786 2.8853  -0.064
H: -2.0333 7.1803 2.5793  0.042
H: -0.6313 7.6793 2.3139  0.020
O: 8.6378 -4.1166 -2.0276  -0.043
H: 7.8975 -3.5349 -1.8334  -0.006
H: 8.6844 -4.7225 -1.2819  0.036
O: 6.8561 0.8075 0.6603  -0.047
H: 6.6578 1.3510 -0.1087  0.042
H: 6.2433 0.0694 0.6094  -0.011
O: 1.5116 -0.7531 3.3800  -0.028
H: 2.1125 -0.0636 3.6885  0.066
H: 1.9004 -1.0552 2.5563  0.010
O: 1.2027 -0.4774 6.4576  -0.054
H: 1.1733 -1.2997 6.9610  0.003
H: 1.0691 -0.7818 5.5523  -0.008
O: -2.5716 1.0607 -2.8797  -0.043
H: -2.5284 0.1032 -2.9748  0.021
H: -3.2595 1.3187 -3.5023  0.038
O: -2.1387 1.7130 -5.6945  -0.052
H: -1.5043 2.3300 -5.3056  0.004
H: -1.7642 1.4927 -6.5549  0.049
O: 3.0380 -6.9773 1.1883  -0.039
H: 3.3590 -6.0720 1.1697  0.007
H: 2.8733 -7.1671 2.1215  0.002
O: -1.5548 6.1115 -1.8967  -0.053
H: -1.1151 5.3912 -1.4286  0.016
H: -0.8387 6.5306 -2.3902  0.028
O: 1.4662 0.9006 -3.5207  -0.037
H: 2.2117 1.0532 -2.9188  0.047
H: 1.4350 -0.0540 -3.6444  0.031
O: 1.6628 -3.4247 6.4489  -0.044
H: 1.6272 -4.2432 6.9544  0.060
H: 1.5086 -3.6972 5.5355  0.006
O: 1.0229 6.9578 -1.3596  -0.053
H: 1.5759 7.3295 -0.6653  0.053
H: 1.3149 6.0372 -1.4163  0.026
O: -1.1038 8.7136 0.1134  -0.057
H: -1.4968 7.9194 -0.2782  0.021
H: -0.3714 8.9061 -0.4796  0.024
O: -5.6952 -0.4516 -2.5066  -0.054
H: -5.7528 0.0248 -3.3414  0.039
H: -6.3838 -1.1208 -2.5705  0.040
O: 0.1577 2.7546 4.1258  -0.040
H: 0.6722 3.2173 4.7945  0.051
H: 0.4181 1.8319 4.2161  0.003
O: -2.6717 4.3299 4.3785  -0.104
H: -2.3345 5.2272 4.2792  0.022
H: -2.7270 4.1861 5.3316  -0.002
O: -1.4120 -1.9829 7.6210  -0.055
H: -1.1640 -1.0524 7.6787  0.020
H: -0.6186 -2.4214 7.2941  -0.002
O: 0.7880 -0.6113 -6.5432  -0.037
H: 0.1973 -0.7009 -5.7891  0.028
H: 1.3632 0.1291 -6.3169  0.051
O: -7.0411 1.5376 -0.5925  -0.060
H: -7.0962 2.0228 -1.4210  0.036
H: -7.7256 0.8661 -0.6614  0.031
O: -2.5353 3.4005 7.2669  -0.049
H: -1.9309 3.8661 7.8529  0.051
H: -2.1778 2.5040 7.2055  0.015
O: 0.7536 -1.0900 -9.5963  -0.064
H: 0.7145 -1.1294 -8.6327  -0.013
H: 0.1917 -1.8090 -9.8981  0.029
O: -0.2251 3.2214 -4.0610  -0.057
H: 0.3209 3.5837 -3.3481  0.029
H: 0.0868 2.3081 -4.1268  0.003
O: -3.7791 -4.4966 -0.0953  -0.051
H: -3.7548 -5.3513 0.3471  0.042
H: -3.9576 -4.7100 -1.0171  0.041
O: 5.3208 -4.4102 3.0780  -0.038
H: 5.4969 -4.1931 2.1554  0.001
H: 5.8815 -3.8054 3.5759  0.054
O: -1.8945 5.9438 -4.7701  -0.051
H: -1.3882 5.2317 -5.1747  0.027
H: -2.0326 5.6477 -3.8576  0.014
O: -2.8925 8.5527 -6.1089  -0.050
H: -2.4605 7.8271 -5.6366  0.015
H: -2.1899 8.9746 -6.6107  0.048
O: -1.3352 0.2075 4.2009  -0.050
H: -0.8190 -0.5461 3.8901  0.021
H: -1.4345 0.0459 5.1489  0.017
O: 6.1337 -2.5835 -4.7995  -0.043
H: 6.0726 -2.5903 -3.8408  -0.011
H: 5.9313 -3.4842 -5.0707  0.042
O: -5.6040 7.7691 -6.7873  -0.078
H: -4.6949 8.0653 -6.6182  -0.015
H: -5.8338 8.1575 -7.6353  0.022
O: -0.7902 -4.4315 4.9413  -0.055
H: -0.2697 -5.1914 4.6528  0.027
H: -1.1608 -4.6923 5.7907  0.041
O: -2.9376 0.6821 6.6732  -0.047
H: -3.1657 1.1823 5.8772  0.057
H: -3.5261 -0.0804 6.6454  0.066
O: -3.4564 -1.0418 -6.3340  -0.053
H: -3.1346 -0.1376 -6.2367  -0.008
H: -2.6960 -1.5458 -6.6375  0.028
O: 1.9889 -8.7221 3.3054  -0.044
H: 1.9377 -9.5893 3.7208  0.055
H: 1.7725 -8.8977 2.3810  0.044
O: 5.3285 -8.9284 2.5079  -0.057
H: 4.4089 -8.8165 2.2472  -0.008
H: 5.8047 -8.3091 1.9475  0.030

Largest force on an atom = 1.28 eV/A
2S+1 = 1
Total energy = -213810.545 eV
HOMO level = -9.3 eV


2.
Below is a molecular structure, C4H15N2OPb in a non-equilibrium geometry, with properties calculated with ωB97M-V/def2-TZVPD.

Each line ends with the Löwdin charge.
Element x y z (Å)
C: 1.8352 -4.0262 1.1792  -0.227
Pb: 0.8599 -1.4177 0.3292  0.365
N: 0.4322 -2.1739 -1.9598  -0.196
H: 0.9798 -0.8141 2.0020  -0.294
H: 0.8625 -3.4949 1.3292  -0.128
H: 2.1344 -4.2883 2.2100  0.011
H: 2.6712 -3.4507 0.7047  -0.020
H: 1.6405 -4.8933 0.5524  -0.001
H: 0.8395 -1.4867 -2.6095  -0.019
H: -0.5626 -2.3403 -2.1685  -0.004
H: 0.9630 -3.0550 -2.0072  -0.007
C: -2.1456 2.4234 0.8541  -0.050
N: -0.9663 2.5290 0.0134  -0.202
C: -0.5606 3.7695 -0.6324  -0.079
C: -0.2384 1.4454 -0.1721  -0.325
O: -0.6960 0.3340 0.3103  -0.423
H: -2.6156 3.4110 0.8794  0.073
H: -1.8803 2.1168 1.8819  0.102
H: -2.8618 1.6836 0.4583  0.094
H: 0.4542 4.0479 -0.2944  0.083
H: -0.5201 3.6246 -1.7285  0.085
H: -1.2952 4.5415 -0.3644  0.076
H: 0.6701 1.5145 -0.7675  0.084

Net charge = -1
Largest force on an atom = 4.69 eV/A
2S+1 = 1
Total energy = -14661.725 eV
ΔE to the lowest compared entry with this formula, charge and spin = 0.0 kcal/mol
HOMO level (alpha / beta) = 0.4 / 0.4 eV


3.
Below is a molecular structure, C32H22FMgN5O4, with properties calculated with ωB97M-V/def2-TZVPD.

Each line ends with the Löwdin charge.
Element x y z (Å)
Mg: -0.1546 0.1213 -0.7420  0.617
O: -4.4546 0.5103 -1.5252  0.023
C: -3.2266 0.4627 -1.4904  -0.444
N: -2.3941 -0.2682 -0.7222  0.100
C: -2.8951 -1.2865 0.0275  -0.439
O: -3.9116 -1.9416 -0.1577  0.045
C: -2.0332 -1.6480 1.2323  -0.182
C: -2.3927 -2.7548 1.9908  -0.009
C: -1.6281 -3.0813 3.0968  -0.083
C: -0.5423 -2.2825 3.4159  -0.075
C: -0.2579 -1.1949 2.6005  -0.129
N: -0.9785 -0.8867 1.5284  0.122
C: -2.4673 1.4320 -2.3976  -0.164
C: -3.1783 2.2897 -3.2302  -0.015
C: -2.4741 3.1809 -4.0181  -0.087
C: -1.0871 3.1854 -3.9521  -0.071
C: -0.4599 2.2854 -3.1046  -0.103
N: -1.1396 1.4295 -2.3456  0.093
H: -3.2543 -3.3280 1.6806  0.107
H: -1.8717 -3.9494 3.6990  0.092
H: 0.0882 -2.4976 4.2695  0.089
H: 0.5875 -0.5443 2.7986  0.094
H: -4.2569 2.2293 -3.2189  0.105
H: -2.9965 3.8663 -4.6768  0.092
H: -0.4950 3.8681 -4.5480  0.090
H: 0.6168 2.2095 -3.0220  0.103
O: 1.4560 0.3529 -2.2025  -0.144
C: 2.6356 -0.1130 -2.0672  -0.384
C: 3.3324 -0.6675 -3.1852  -0.031
C: 4.6104 -1.1647 -3.0891  -0.140
C: 5.3115 -1.1331 -1.8786  -0.155
C: 4.6742 -0.5905 -0.7778  -0.092
C: 3.3672 -0.1005 -0.8302  -0.159
C: 2.8212 0.5115 0.3676  -0.108
N: 1.5851 0.7869 0.5207  -0.025
N: 1.2549 1.5018 1.6627  0.036
C: 0.0571 2.0282 1.4878  -0.515
O: -0.6725 1.9316 0.4654  -0.080
C: -0.4710 2.8241 2.6538  -0.131
C: 0.3067 3.1177 3.7719  -0.046
C: -0.2239 3.8501 4.8234  -0.115
C: -1.5401 4.2963 4.7728  -0.131
C: -2.3198 4.0024 3.6626  -0.103
C: -1.7866 3.2714 2.6090  -0.024
H: 2.7873 -0.7013 -4.1217  0.098
H: 5.0807 -1.5931 -3.9699  0.081
H: 6.3187 -1.5249 -1.8037  0.070
H: 5.1952 -0.5421 0.1754  0.093
H: 3.5244 0.7983 1.1579  0.111
H: 1.3273 2.7591 3.7936  0.096
H: 0.3908 4.0741 5.6884  0.085
H: -1.9551 4.8672 5.5961  0.083
H: -3.3490 4.3401 3.6184  0.090
H: -2.3706 3.0223 1.7323  0.114
F: 0.9531 -6.2320 -1.3352  -0.024
C: 0.7263 -4.8783 -1.1936  -0.316
C: -0.2059 -4.2670 -2.0018  -0.059
C: -0.4201 -2.8975 -1.8347  -0.139
C: 0.2482 -2.0951 -0.8937  -0.161
C: 1.1782 -2.8079 -0.1175  -0.144
C: 1.4344 -4.1741 -0.2447  -0.054
H: -0.7503 -4.8543 -2.7336  0.094
H: -1.1716 -2.4431 -2.4803  0.083
H: 1.7514 -2.2754 0.6422  0.077
H: 2.1658 -4.6871 0.3709  0.095

Net charge = -2
Largest force on an atom = 0.25 eV/A
2S+1 = 1
Total energy = -57348.862 eV
ΔE to the lowest compared entry with this formula, charge and spin = 0.0 kcal/mol
HOMO level = -1.5 eV


4.
Below is C3H3N5 in the gas phase in a non-equilibrium geometry, with properties calculated with ωB97M-V/def2-TZVPD.

Each line ends with the Löwdin charge.
Element x y z (Å)
H: 2.2196 0.4552 1.2234  0.095
N: 2.0102 -0.2661 0.4962  0.159
C: 0.9826 -0.1227 -0.1771  -0.395
C: 0.3375 1.2421 -0.5320  -0.072
N: -0.9294 1.3845 -0.4959  0.046
N: -1.6000 0.4827 0.3783  0.057
C: -1.4264 -0.7486 0.4025  -0.230
N: -0.7705 -1.6928 -0.4927  0.060
N: 0.4407 -1.3919 -0.7896  0.085
H: 0.8612 2.0824 -0.8946  0.093
H: -2.1253 -1.4248 0.8816  0.103

Largest force on an atom = 4.46 eV/A
2S+1 = 1
Total energy = -10604.898 eV
SMILES = [H]/N=c1\cnncnn1
ΔE to the lowest compared entry with this formula, charge and spin = 91.5 kcal/mol
HOMO level = -9.8 eV